Molecular formula: C4H6O2
Method: DFT, ωB97M-V/def2-TZVPD

Structure (XYZ):
```
12
C4H6O2 (ωB97M-V/def2-TZVPD)
O -2.610 0.155 -0.996
C -1.530 -0.322 -0.724
C -0.622 0.393 0.213
C 0.757 0.875 -0.213
C 0.631 -0.227 0.781
O 0.914 -1.524 0.341
H -1.221 -1.301 -1.135
H -1.239 1.102 0.760
H 1.050 1.861 0.136
H 1.104 0.606 -1.206
H 0.896 -0.035 1.822
H 1.871 -1.584 0.220
```

Results
SMILES: O=C[C@@H]1C[C@@H]1O
Kohn-Sham gap, eV: 10.406
HOMO energy, eV: -9.704
Energy above the lowest of the compared OMol25 structures with the same formula, charge and spin, eV: 1.795

Molecular formula: C2H12O4
Method: DFT, ωB97M-V/def2-TZVPD

Structure (XYZ):
```
18
C2H12O4 (ωB97M-V/def2-TZVPD)
C 4.112 2.238 -1.116
C 5.000 2.998 -0.379
H 4.370 1.283 -1.619
H 3.038 2.435 -1.147
H 5.957 2.483 -0.196
H 4.722 3.809 0.290
O -2.543 0.550 0.105
H -3.526 0.735 0.041
H -2.402 -0.133 -0.630
O -1.816 -0.338 2.729
H -1.922 0.471 2.161
H -2.631 -0.384 3.259
O -2.014 -3.434 0.989
H -2.178 -2.580 0.556
H -2.607 -4.060 0.528
O -1.852 -1.778 -1.522
H -1.385 -2.686 -1.696
H -2.323 -1.609 -2.354
```

Results
SMILES: C=C.O.O.O.O
Kohn-Sham gap, eV: 9.997
HOMO energy, eV: -9.835
Energy above the lowest of the compared OMol25 structures with the same formula, charge and spin, eV: 1.895

Molecular formula: C3H8N2
Method: DFT, ωB97M-V/def2-TZVPD

Structure (XYZ):
```
13
C3H8N2 (ωB97M-V/def2-TZVPD)
C 0.489 -0.104 0.423
C -0.655 -0.983 -0.121
C -0.486 1.042 -0.061
H 2.174 -0.859 -0.006
H 2.029 0.979 -0.036
H 0.939 -0.273 1.413
H -0.190 -1.261 -1.123
H -0.834 -1.892 0.337
H -2.416 0.254 0.436
H -0.142 1.401 -1.069
H -0.953 1.760 0.490
N 1.665 -0.016 -0.401
N -1.620 -0.047 -0.281
```

Results
Kohn-Sham gap, eV: 9.468
HOMO energy, eV: -8.445
Energy above the lowest of the compared OMol25 structures with the same formula, charge and spin, eV: 4.360

Molecular formula: C2H3NO3
Method: DFT, ωB97M-V/def2-TZVPD

Structure (XYZ):
```
9
C2H3NO3 (ωB97M-V/def2-TZVPD)
O 2.223 -0.651 -0.010
C 1.559 0.334 0.083
N 0.286 0.484 -0.138
O -0.257 -0.722 -0.158
C -1.618 -0.725 0.027
O -2.161 0.397 -0.015
H 2.017 1.213 -0.120
H -0.060 1.406 0.134
H -1.989 -1.736 0.196
```

Results
SMILES: O=CNOC=O
Kohn-Sham gap, eV: 10.776
HOMO energy, eV: -10.150
Energy above the lowest of the compared OMol25 structures with the same formula, charge and spin, eV: 3.984

Molecular formula: C10H23BO9S2
Method: DFT, ωB97M-V/def2-TZVPD

Structure (XYZ):
```
45
C10H23BO9S2 (ωB97M-V/def2-TZVPD)
O -3.815 -3.779 -2.009
S -4.036 -5.193 -2.216
O -4.893 -5.712 -3.256
O -4.488 -5.851 -0.794
C -3.568 -6.878 -0.431
C -2.239 -6.478 -1.065
O -2.582 -5.924 -2.333
H -3.933 -7.824 -0.845
H -3.498 -6.961 0.657
H -1.563 -7.328 -1.186
H -1.741 -5.698 -0.479
O 2.482 3.948 1.071
S 1.939 5.282 0.937
O 0.625 5.545 0.398
O 3.023 6.194 0.130
C 3.399 7.309 0.936
C 3.236 6.843 2.380
O 2.064 6.030 2.380
H 2.719 8.137 0.711
H 4.425 7.612 0.714
H 3.127 7.676 3.078
H 4.080 6.217 2.690
C -0.878 -2.415 -0.839
C 0.479 -2.366 -1.769
B 1.445 -1.060 -1.510
C 1.998 -0.515 -0.061
O 1.089 -0.732 1.076
C 0.578 0.552 1.590
C -0.599 1.221 0.655
C -0.696 2.870 0.867
H -0.770 -3.355 -0.122
H -1.817 -2.654 -1.527
H -1.087 -1.414 -0.244
H 1.097 -3.386 -1.730
H 0.100 -2.291 -2.898
H 1.815 -0.461 -2.480
H 3.104 -0.899 0.149
H 2.108 0.668 -0.173
H 1.418 1.365 1.779
H 0.116 0.329 2.668
H -1.623 0.677 0.929
H -0.454 1.047 -0.503
H -0.690 3.351 -0.215
H -1.724 3.076 1.387
H 0.231 3.226 1.499
```

Results
SMILES: O=S1(=O)OCCO1.O=S1(=O)OCCO1.CCBCOCCC
Kohn-Sham gap, eV: 9.487
HOMO energy, eV: -9.001

Molecular formula: C9H21BrFeIO2P2
Method: DFT, ωB97M-V/def2-TZVPD

Structure (XYZ):
```
37
C9H21BrFeIO2P2 (ωB97M-V/def2-TZVPD)
C -0.009 -0.766 -1.762
C 0.573 -1.764 -0.817
H 0.690 -0.637 -2.594
H -0.205 0.268 -1.331
H -0.970 -1.139 -2.144
O 1.523 -2.513 -1.039
I -0.624 2.412 1.660
Fe -0.015 0.345 0.555
P -2.272 -0.317 0.468
C -3.025 -1.670 -0.504
C -2.685 -0.757 2.192
H -3.745 -1.041 2.224
H -4.437 0.787 0.351
H -2.497 0.100 2.848
H -3.106 1.978 0.534
H -2.438 -2.592 -0.412
H -2.059 -1.603 2.507
C -3.416 1.048 0.041
H -4.036 -1.849 -0.115
H -3.395 1.202 -1.045
H -3.089 -1.380 -1.559
P 2.215 0.932 -0.105
C 3.550 -0.298 0.107
C 2.427 1.448 -1.849
H 2.072 3.106 0.962
H 3.709 2.785 0.289
H 3.186 2.016 1.829
C 2.861 2.355 0.839
H 1.616 2.132 -2.130
H 3.391 1.967 -1.939
H 4.482 0.104 -0.314
H 3.269 -1.227 -0.405
H 2.411 0.574 -2.511
H 3.672 -0.508 1.174
C -0.224 -1.982 0.510
O -0.504 -2.985 1.088
Br 1.107 -0.533 2.396
```

Results
Charge: +2
Kohn-Sham gap (spin up / spin down), eV: 6.514 / 5.799
Spin multiplicity: 6
HOMO energy (spin up / spin down), eV: -15.976 / -16.642
Energy above the lowest of the compared OMol25 structures with the same formula, charge and spin, eV: 1.042

no.,M (g mol⁻¹)
1,86.09
2,100.11
3,72.11
4,89.05
5,362.23
6,485.87